Record 1
Molecular formula: C8H9O2S2
Method: DFT, the ωB97M-V functional and the def2-TZVPD basis

Total charge: +1
HOMO-LUMO gap (eV): 9.85
Multiplicity: 1
ΔE to the lowest compared entry with this formula, charge and spin (eV): 0.736

Structure (XYZ):
```
21
Properties=species:S:1:pos:R:3:mulliken_charge:R:1
C -1.90 0.48 -1.49 -1.29
C -1.48 -0.11 -2.68 -0.18
C -0.74 0.82 -0.68 0.39
C 0.49 0.45 -1.26 -0.14
C -0.38 0.20 1.65 -0.91
C -0.49 1.43 0.68 0.36
C 0.92 -0.56 1.38 0.11
C 1.03 -1.94 0.71 -1.55
O 2.94 1.10 -0.29 -0.61
O 0.77 2.07 0.51 -0.34
S 0.22 -0.34 -2.71 -0.11
S 1.63 0.81 0.08 0.93
H -2.92 0.60 -1.42 0.44
H -2.14 -0.39 -3.39 0.57
H -0.28 0.78 2.58 0.32
H -1.13 -0.46 1.52 0.57
H -1.30 2.19 0.78 0.55
H 1.60 -0.38 2.23 0.55
H 0.59 -1.93 -0.22 0.41
H 0.58 -2.58 1.34 0.51
H 1.99 -2.22 0.69 0.45
```

Record 2
Molecular formula: C6H7NO5S
Method: DFT, the ωB97M-V functional and the def2-TZVPD basis

HOMO-LUMO gap (eV): 8.69
Multiplicity: 1
ΔE to the lowest compared entry with this formula, charge and spin (eV): 1.695

Structure (XYZ):
```
20
Properties=species:S:1:pos:R:3:mulliken_charge:R:1
C -0.09 1.20 -0.26 0.67
C -2.79 -1.75 -0.68 0.82
C 1.39 -1.03 -0.39 -0.68
C 2.60 -0.35 0.33 -0.49
C 1.05 1.78 0.26 -1.09
C 0.39 -0.13 0.34 0.00
N 1.46 0.58 1.01 0.07
O -1.87 -1.51 -1.35 -0.45
O -1.02 1.56 -1.05 -0.71
O -3.66 -1.98 -0.01 -0.35
O -3.69 0.65 -1.33 -0.51
O -2.67 0.88 0.93 -0.52
S -2.97 1.50 -0.36 0.70
H 1.42 -1.09 -1.49 0.34
H 1.27 -2.07 -0.05 0.28
H 3.01 -1.04 1.07 0.30
H 3.42 0.16 -0.28 0.27
H 1.46 2.73 0.33 0.52
H -0.28 -0.61 1.01 0.51
H 1.58 0.54 1.97 0.30
```

Record 3
Molecular formula: C27H23B3IO12P
Method: DFT, the ωB97M-V functional and the def2-TZVPD basis

HOMO-LUMO gap (eV): 7.17
Multiplicity: 1

Structure (XYZ):
```
67
Properties=species:S:1:pos:R:3:mulliken_charge:R:1
C 1.43 -1.42 -3.35 -0.83
C 1.79 -0.15 -3.50 -0.04
C 1.97 0.84 -2.37 -0.38
B 0.64 1.62 -2.13 0.49
O 0.52 3.01 -2.12 -0.35
B -0.36 3.45 -3.08 0.45
O -1.31 2.55 -3.58 -0.35
B -1.55 1.42 -2.83 0.28
P -3.27 0.47 -3.00 -0.24
O -2.66 -0.91 -3.67 -0.42
I -3.49 -0.09 -0.63 -0.06
O -0.57 0.93 -2.00 0.06
H 1.44 -2.11 -4.18 0.29
H 1.14 -1.79 -2.38 0.21
H 1.95 0.25 -4.50 0.36
H 2.26 0.30 -1.46 0.22
H 2.77 1.54 -2.62 0.25
H -0.33 4.55 -3.51 -0.17
H -1.83 -1.20 -3.27 0.34
O 2.28 -1.95 -0.35 -0.47
C 2.08 -2.33 0.79 0.38
C 2.70 -3.57 1.31 -0.54
C 2.48 -3.99 2.55 -0.40
C 1.60 -3.23 3.47 0.36
O 1.40 -3.60 4.61 -0.56
C 0.97 -1.98 2.95 -0.59
C 1.20 -1.57 1.71 -0.23
H 3.34 -4.11 0.62 0.44
H 2.92 -4.90 2.95 0.70
H 0.33 -1.44 3.64 0.43
H 0.75 -0.67 1.30 0.51
O 7.46 -8.84 6.81 -0.53
C 6.69 -8.32 6.04 0.35
C 5.22 -8.32 6.30 -0.36
C 4.37 -7.75 5.45 -0.31
C 4.85 -7.08 4.22 0.39
O 4.07 -6.56 3.45 -0.55
C 6.31 -7.08 3.96 -0.33
C 7.16 -7.65 4.80 -0.37
H 4.90 -8.82 7.21 0.40
H 3.30 -7.74 5.62 0.43
H 6.63 -6.58 3.05 0.42
H 8.23 -7.65 4.64 0.40
O -1.14 10.59 -6.62 -0.54
C -0.65 9.69 -5.98 0.32
C 0.61 9.89 -5.21 -0.37
C 1.15 8.90 -4.50 -0.44
C 0.52 7.56 -4.45 0.48
O 1.02 6.66 -3.80 -0.51
C -0.73 7.36 -5.21 -0.18
C -1.28 8.34 -5.92 -0.42
H 1.05 10.88 -5.26 0.40
H 2.07 9.02 -3.94 0.41
H -1.17 6.37 -5.16 0.42
H -2.19 8.22 -6.49 0.41
O -5.29 -0.18 3.40 -0.55
C -6.34 0.25 2.97 0.39
C -7.62 -0.03 3.67 -0.35
C -8.78 0.44 3.21 -0.34
C -8.83 1.25 1.97 0.40
O -9.89 1.68 1.54 -0.55
C -7.55 1.53 1.27 -0.41
C -6.40 1.07 1.74 -0.33
H -7.55 -0.63 4.57 0.40
H -9.72 0.25 3.70 0.40
H -7.62 2.12 0.37 0.42
H -5.45 1.25 1.25 0.46
```

In eV, the energy values for the records above are, in order, -34196.5182, -28895.1635, -72363.1966.